A 8-piece molecular cluster, C68H89N4O7S2 overall at a distorted geometry. Source: OMol25; level of theory: ωB97M-V/def2-TZVPD.

```
170
C68H89N4O7S2 | OMol25 | ωB97M-V/def2-TZVPD
C -3.602 1.805 0.751
C -3.577 1.459 -0.717
O -4.402 0.757 -1.230
N -2.497 2.044 -1.461
C -2.856 3.476 -1.715
C -2.305 1.307 -2.734
C -0.963 1.707 -3.328
C 0.197 1.265 -2.422
C 0.827 2.461 -1.703
N 1.361 2.035 -0.353
C 2.640 2.729 0.030
C 2.550 3.770 1.157
N 3.023 3.128 2.427
C 2.365 3.182 3.448
O 1.742 3.182 4.407
O 3.511 4.699 0.761
C 3.952 5.656 1.733
C 5.326 5.347 2.325
C 6.369 5.084 1.226
C 5.717 6.512 3.253
C 6.501 6.152 4.525
C 5.853 5.020 5.321
C 6.609 7.415 5.426
N 1.259 4.362 1.227
C 0.038 3.582 1.085
C 0.244 2.136 0.655
S 0.340 0.954 2.055
C 1.892 0.045 1.924
C 1.878 -1.290 1.193
O 2.755 -2.080 1.358
O 0.836 -1.477 0.356
C 0.251 -2.801 0.362
C -1.071 -2.708 1.119
C -2.195 -2.063 0.290
O -1.388 -4.057 1.468
C -2.307 -4.251 2.464
O -3.184 -5.033 2.320
C -2.086 -3.450 3.737
S -2.593 -4.313 5.231
H -4.404 2.517 0.958
H -3.819 0.885 1.299
H -2.645 2.202 1.087
H -3.917 3.644 -1.500
H -2.722 3.712 -2.768
H -2.293 4.149 -1.065
H -2.353 0.236 -2.529
H -3.111 1.516 -3.448
H -0.865 1.279 -4.328
H -0.938 2.793 -3.467
H -0.216 0.606 -1.645
H 0.956 0.695 -2.962
H 1.641 2.890 -2.285
H 0.063 3.221 -1.539
H 1.564 1.037 -0.456
H 3.383 1.991 0.331
H 3.036 3.235 -0.848
H 3.993 6.618 1.209
H 3.222 5.775 2.542
H 5.227 4.426 2.903
H 7.113 4.366 1.584
H 6.901 5.993 0.940
H 5.912 4.633 0.342
H 4.805 7.033 3.578
H 6.295 7.230 2.663
H 7.530 5.885 4.264
H 6.441 4.819 6.221
H 4.839 5.305 5.624
H 5.798 4.077 4.772
H 6.133 7.243 6.395
H 6.080 8.261 4.976
H 7.643 7.719 5.586
H 1.191 5.096 1.917
H -0.607 4.061 0.338
H -0.538 3.564 2.017
H -0.661 1.854 0.107
H 2.717 0.648 1.556
H 2.164 -0.196 2.956
H 0.919 -3.536 0.810
H 0.068 -3.104 -0.672
H -0.900 -2.082 2.001
H -2.935 -2.814 0.012
H -1.789 -1.607 -0.617
H -2.680 -1.261 0.853
H -1.058 -3.097 3.817
H -2.735 -2.569 3.707
H -1.671 -5.280 5.206
C -3.390 8.943 1.127
C -4.619 8.309 1.001
C -4.680 6.931 0.848
C -3.507 6.189 0.829
C -2.278 6.821 0.957
C -2.218 8.199 1.104
H -3.346 10.017 1.244
H -5.531 8.891 1.021
H -5.637 6.438 0.743
H -3.555 5.112 0.713
H -1.362 6.239 0.942
H -1.261 8.695 1.201
C -1.121 -2.019 -5.009
C -1.125 -3.071 -5.915
C -0.186 -4.087 -5.801
C 0.753 -4.056 -4.779
C 0.760 -3.002 -3.876
C -0.176 -1.985 -3.993
H -1.856 -1.228 -5.098
H -1.860 -3.100 -6.707
H -0.187 -4.905 -6.510
H 1.480 -4.852 -4.687
H 1.493 -2.981 -3.078
H -0.174 -1.168 -3.284
C -2.342 -8.348 6.069
C -0.954 -8.347 6.070
C -0.258 -9.340 6.745
C -0.951 -10.339 7.414
C -2.339 -10.342 7.410
C -3.035 -9.346 6.740
H -2.888 -7.575 5.542
H -0.410 -7.573 5.542
H 0.825 -9.337 6.748
H -0.409 -11.115 7.937
H -2.879 -11.123 7.930
H -4.118 -9.347 6.739
C 5.084 -3.889 -0.004
C 5.756 -3.935 1.210
C 6.842 -4.784 1.371
C 7.260 -5.584 0.317
C 6.590 -5.538 -0.898
C 5.502 -4.692 -1.057
H 4.237 -3.231 -0.126
H 5.429 -3.309 2.030
H 7.363 -4.823 2.319
H 8.107 -6.245 0.442
H 6.917 -6.162 -1.720
H 4.978 -4.660 -2.005
C 2.523 -5.843 -7.791
C 2.527 -4.476 -8.037
C 2.783 -4.003 -9.316
C 3.029 -4.896 -10.350
C 3.023 -6.262 -10.103
C 2.772 -6.736 -8.824
H 2.326 -6.215 -6.792
H 2.330 -3.780 -7.232
H 2.789 -2.938 -9.508
H 3.227 -4.527 -11.348
H 3.215 -6.958 -10.910
H 2.771 -7.801 -8.631
C -9.037 -6.807 2.301
C -8.407 -6.533 3.507
C -7.064 -6.185 3.524
C -6.347 -6.107 2.337
C -6.980 -6.379 1.132
C -8.323 -6.731 1.113
H -10.084 -7.081 2.286
H -8.965 -6.592 4.433
H -6.570 -5.977 4.465
H -5.301 -5.833 2.355
H -6.424 -6.320 0.205
H -8.814 -6.948 0.172
C -5.131 7.543 -5.012
C -4.295 6.942 -5.943
C -3.121 6.329 -5.528
C -2.789 6.315 -4.181
C -3.625 6.915 -3.248
C -4.796 7.531 -3.665
H -6.045 8.023 -5.337
H -4.558 6.952 -6.992
H -2.466 5.866 -6.256
H -1.870 5.840 -3.856
H -3.365 6.905 -2.195
H -5.446 8.003 -2.939
```

Output
Orbital gap: 7.7 eV
Net charge: +1
Energy: -4186.3265 Ha